Entry 1:
2 unconnected molecules or ions with the total composition C2H5BO2. Source: the Open Molecules 2025 dataset; level of theory: wB97M-V/def2-TZVPD.

XYZ file:
```
10
Properties=species:S:1:pos:R:3:forces:R:3
B -0.339871 0.488306 -0.394878 -1.24 -1.92 1.76
C -2.686771 -1.054409 -0.328732 3.72 -1.56 -1.26
C 0.596454 -0.468605 0.460377 -0.57 1.47 -1.44
O -2.571970 -2.206061 -0.651785 0.06 1.24 0.66
O -0.274946 1.776014 -0.650822 1.71 0.99 -1.03
H -3.622942 -0.609534 -0.308143 -2.39 1.36 0.34
H 0.608342 -1.413679 0.032429 -0.57 -2.10 -0.79
H 0.110056 -0.563374 1.420271 0.34 0.19 0.51
H 1.644884 -0.237061 0.388111 0.59 0.77 0.83
H 0.672180 2.118067 -0.738931 -1.66 -0.43 0.42
```
Forces are in eV/Å.

The spin multiplicity is 1. The calculation puts the gap between HOMO and LUMO (spin up / spin down) at 0.2747 / 0.2580 Ha. Its energy above the lowest of the compared OMol25 structures with the same formula, charge and spin is 491.0 kJ/mol. The HOMO energy (spin up / spin down) comes out at -7.529 / -6.918 eV.


Entry 2:
A molecular structure, C2H5Br2OP. Source: the Open Molecules 2025 dataset; level of theory: wB97M-V/def2-TZVPD.

XYZ file:
```
11
Properties=species:S:1:pos:R:3:forces:R:3
C 0.659417 -1.214536 0.980376 -0.48 -1.07 3.79
C -0.968511 0.038172 0.063198 3.35 0.95 -1.22
O -0.652235 -1.180618 0.517733 -0.12 -0.03 -0.40
P 0.408857 0.725310 -1.727851 -2.02 -0.90 0.66
Br 1.419389 2.447051 -0.864512 0.41 0.40 0.63
Br -1.099688 1.927746 -2.962683 0.17 -0.59 0.39
H 0.752233 -0.835660 2.063559 -0.42 -0.20 -1.29
H 1.273492 -0.578914 0.427996 1.40 0.50 -1.30
H 0.904821 -2.269677 1.077944 0.59 0.12 -0.55
H -1.911125 0.072156 -0.266697 -3.50 -0.02 -1.71
H -0.786650 0.868971 0.690936 0.62 0.83 1.01
```
Forces are in eV/Å.

The spin multiplicity is 1. The calculation puts the gap between HOMO and LUMO at 0.3208 Ha. Its energy above the lowest of the compared OMol25 structures with the same formula, charge and spin is 252.3 kJ/mol. The HOMO energy comes out at -8.568 eV.